Entry 1:
Density functional theory data (ωB97M-V/def2-TZVPD) for a 2-piece molecular cluster, C4H8NO3 overall.

```
16
Properties=species:S:1:pos:R:3:forces:R:3
C -0.358653 -2.203701 0.445612 -3.01 3.73 -1.54
C 0.205204 -1.691299 1.669788 -1.74 0.88 1.38
O 0.999550 -2.341141 2.281196 2.00 -0.68 1.70
N -0.393128 -0.533643 2.174108 -0.02 -1.07 -1.91
H -0.204454 -0.236214 3.106199 0.13 0.34 0.06
H -0.974194 -0.049466 1.482171 0.49 0.20 0.96
H -1.454826 -2.285946 0.538223 0.14 -0.10 0.42
H -0.028945 -3.143035 0.201792 1.39 -1.79 -1.03
H -0.342005 -1.300403 -0.259849 0.76 -1.52 -0.16
C 0.650585 2.523628 -1.846405 1.51 1.57 0.80
C -0.026432 1.213660 -1.597900 -0.30 -0.91 2.35
O -1.245864 1.031270 -1.698667 -1.56 0.94 -1.63
O 0.662511 0.430147 -0.926926 1.92 -1.38 0.40
H 1.786114 2.485578 -1.593054 -2.07 -0.08 -0.19
H 0.118071 3.221423 -1.112055 0.86 -0.52 -1.24
H 0.606473 2.879141 -2.864237 -0.50 0.38 -0.34
```
Positions in Å, forces in eV/Å.

Properties
F_max: 5.04 eV Å⁻¹
Total energy: -11911.7603 eV
Kohn-Sham gap: 0.2880 Eh
2S+1: 1
Charge: -1

Quick look at the natural (NBO) charges, all values in e: number 1, C, carries -0.77; number 2, C, carries 0.70; number 3, O, carries -0.65; number 4, N, carries -0.86; number 5, H, carries 0.39; number 6, H, carries 0.41; number 7, H, carries 0.21; number 8, H, carries 0.22; number 9, H, carries 0.32; number 10, C, carries -0.72; number 11, C, carries 0.73; number 12, O, carries -0.79; number 13, O, carries -0.80; number 14, H, carries 0.20; number 15, H, carries 0.21; number 16, H, carries 0.19

Entry 2:
Density functional theory data (ωB97M-V/def2-TZVPD) for C4H8NO3 as an isolated structure.

```
16
Properties=species:S:1:pos:R:3:forces:R:3
O -2.457919 -0.877844 0.815823 0.35 0.40 0.89
C -1.393159 -0.960832 0.169870 -2.57 -0.19 0.51
O -1.219722 -1.553209 -0.876526 1.81 -0.16 -0.05
C -0.187928 -0.164078 0.767763 2.18 -0.58 -3.39
C 0.570769 0.881255 -0.162798 -1.04 -0.08 -0.36
C 1.901471 0.153642 -0.562405 0.12 1.09 2.31
O -0.059073 1.440539 -1.153408 -0.27 -0.17 -0.12
N 0.605232 -0.459157 1.820457 -1.48 0.67 1.55
H -2.090465 0.340471 -2.400664 0.00 0.15 -0.07
H 0.686051 1.610494 0.691066 0.76 0.30 -0.03
H 1.724809 -0.918470 -0.603789 0.16 -0.03 -0.97
H 2.355855 0.731439 -1.357236 -0.23 -0.61 -0.63
H 2.563754 0.302741 0.301435 0.24 -0.25 -0.08
H -0.546035 0.260115 1.826193 0.14 0.56 0.95
H 0.111687 -0.915307 2.599469 0.10 -1.13 -0.38
H -2.565325 0.128200 -1.875250 -0.25 0.03 -0.14
```
Positions in Å, forces in eV/Å.

Properties
F_max: 4.08 eV Å⁻¹
Total energy: -11904.8843 eV
Kohn-Sham gap: 0.2048 Eh
2S+1: 1
Charge: -1

Quick look at the natural (NBO) charges, all values in e: number 1, O, carries -0.75; number 2, C, carries 0.74; number 3, O, carries -0.61; number 4, C, carries -0.01; number 5, C, carries 0.14; number 6, C, carries -0.65; number 7, O, carries -0.84; number 8, N, carries -0.48; number 9, H, carries 0.01; number 10, H, carries 0.09; number 11, H, carries 0.21; number 12, H, carries 0.22; number 13, H, carries 0.18; number 14, H, carries 0.43; number 15, H, carries 0.34; number 16, H, carries -0.02

Entry 3:
Density functional theory data (ωB97M-V/def2-TZVPD) for a 2-piece molecular cluster, C4H8NO3 overall.

```
16
Properties=species:S:1:pos:R:3:forces:R:3
N -0.047436 -0.231986 -3.021822 -0.20 -0.44 -0.04
C -0.233031 0.611120 -1.903979 0.51 0.65 -0.28
O -1.361472 0.566405 -1.372517 -0.24 -0.16 0.14
O 0.757364 1.331777 -1.605113 -0.19 -0.27 -0.06
H -0.835666 -0.736985 -3.370675 -0.16 -0.05 -0.01
H 0.793395 -0.235416 -3.558924 0.22 0.24 0.06
C 0.894572 1.077124 1.486204 0.46 -0.15 -0.59
C -0.242570 0.121912 1.440603 -0.03 -0.59 0.81
C -0.153659 -1.155138 1.800431 -0.17 0.69 -0.25
O -1.246410 -2.017894 1.744463 0.31 -0.36 0.53
H 0.744361 1.970453 2.095537 -0.34 -0.04 0.00
H 1.807299 0.592477 1.848304 -0.04 -0.04 -0.02
H 1.038807 1.371996 0.436709 0.21 0.27 0.20
H -1.183537 0.456463 1.027453 -0.07 0.17 -0.04
H 0.773131 -1.619690 2.119546 -0.02 -0.03 0.20
H -1.505153 -2.102611 0.833783 -0.25 0.11 -0.65
```
Positions in Å, forces in eV/Å.

Properties
F_max: 1.00 eV Å⁻¹
Total energy: -11911.5519 eV
Kohn-Sham gap: 0.2981 Eh
2S+1: 1
Charge: -1

Quick look at the natural (NBO) charges, all values in e: number 1, N, carries -0.92; number 2, C, carries 0.86; number 3, O, carries -0.82; number 4, O, carries -0.82; number 5, H, carries 0.36; number 6, H, carries 0.37; number 7, C, carries -0.67; number 8, C, carries -0.20; number 9, C, carries 0.06; number 10, O, carries -0.74; number 11, H, carries 0.19; number 12, H, carries 0.18; number 13, H, carries 0.30; number 14, H, carries 0.24; number 15, H, carries 0.14; number 16, H, carries 0.48

Entry 4:
Density functional theory data (ωB97M-V/def2-TZVPD) for a 2-piece molecular cluster, C4H8NO3 overall.

```
16
Properties=species:S:1:pos:R:3:forces:R:3
C 2.514369 0.723102 -1.745102 1.39 0.06 -2.52
C 1.774821 0.656988 -0.468309 0.85 1.95 0.93
O 1.039521 -0.222563 -0.121307 -0.24 -0.80 -0.12
N 2.138342 1.670791 0.441916 -0.47 -0.93 -0.31
H 2.196562 0.001256 -2.511252 -0.14 -0.19 0.55
H 3.604218 0.573929 -1.591392 -0.32 -0.36 0.39
H 1.900549 1.434803 1.389179 -0.23 0.37 0.15
H 2.597472 2.541008 0.221453 0.16 -0.33 -0.26
H 2.641221 1.633259 -2.372939 -0.73 0.26 0.94
C -3.390265 -1.411290 0.501559 0.41 1.20 -0.36
C -2.342434 -1.204407 1.607357 0.99 0.54 0.29
O -1.804708 -0.067447 1.641513 -0.71 -0.35 -0.02
O -2.082625 -2.178884 2.345128 -0.26 -0.55 0.28
H -3.948197 -2.337159 0.580972 -0.15 -0.05 0.00
H -2.849045 -1.323469 -0.451749 -0.14 -0.36 0.11
H -3.989801 -0.489917 0.532974 -0.40 -0.46 -0.05
```
Positions in Å, forces in eV/Å.

Properties
F_max: 2.88 eV Å⁻¹
Total energy: -11908.0977 eV
Kohn-Sham gap (alpha / beta): 0.1174 / 0.2886 Eh
2S+1: 2
Charge: -2

Quick look at the natural (NBO) charges, all values in e: number 1, C, carries -1.34; number 2, C, carries 0.61; number 3, O, carries -0.61; number 4, N, carries -0.91; number 5, H, carries 0.21; number 6, H, carries 0.17; number 7, H, carries 0.38; number 8, H, carries 0.33; number 9, H, carries 0.15; number 10, C, carries -0.75; number 11, C, carries 0.75; number 12, O, carries -0.79; number 13, O, carries -0.81; number 14, H, carries 0.18; number 15, H, carries 0.21; number 16, H, carries 0.20

Entry 5:
Density functional theory data (ωB97M-V/def2-TZVPD) for one molecule with the formula C4H8NO3.

```
16
Properties=species:S:1:pos:R:3:forces:R:3
O -2.287771 -0.289118 -1.881433 -0.33 -0.48 -0.06
C -1.973137 0.187157 -0.732709 -0.03 0.96 -0.18
C -0.665993 -0.219036 -0.163276 -0.88 -0.32 0.02
C 0.132084 0.862599 0.514718 1.16 0.52 0.93
C 1.112243 0.310492 1.541030 0.03 -0.47 -0.22
O 2.366324 0.208385 1.028023 0.51 0.24 0.29
O 0.842955 -0.065790 2.645210 -0.05 0.20 0.12
N 0.037839 -0.826556 -1.331388 1.56 0.69 -0.24
H -2.660682 0.624295 -0.003017 -0.21 0.01 -0.20
H -0.781520 -1.044685 0.540316 0.16 -0.57 0.29
H -0.480161 1.550492 1.106921 -0.42 -0.27 -0.43
H 0.727193 1.464195 -0.171548 -0.29 0.03 -0.30
H 2.989596 0.018819 1.761586 -0.50 -0.14 -0.39
H 0.887598 -1.269883 -1.013820 0.24 -0.63 0.04
H -0.602316 -1.431775 -1.872785 -0.39 0.37 0.26
H 0.355749 -0.079591 -1.967828 -0.56 -0.14 0.06
```
Positions in Å, forces in eV/Å.

Properties
F_max: 1.72 eV Å⁻¹
Total energy: -11907.6897 eV
Kohn-Sham gap (alpha / beta): 0.1814 / 0.3084 Eh
2S+1: 2
Charge: 0

Quick look at the natural (NBO) charges, all values in e: number 1, O, carries -0.75; number 2, C, carries 0.01; number 3, C, carries -0.14; number 4, C, carries -0.54; number 5, C, carries 0.79; number 6, O, carries -0.71; number 7, O, carries -0.57; number 8, N, carries -0.69; number 9, H, carries 0.13; number 10, H, carries 0.18; number 11, H, carries 0.27; number 12, H, carries 0.23; number 13, H, carries 0.50; number 14, H, carries 0.41; number 15, H, carries 0.47; number 16, H, carries 0.42

Entry 6:
Density functional theory data (ωB97M-V/def2-TZVPD) for C4H8NO3 as an isolated structure.

```
16
Properties=species:S:1:pos:R:3:forces:R:3
C 0.778812 1.384363 0.355396 0.96 -0.44 1.91
C 0.101274 0.074425 0.021081 -1.83 1.21 0.19
C 0.903858 -1.139280 0.187440 -0.19 -2.37 -1.27
O 2.338948 -0.588779 -0.784262 -1.79 -2.12 4.30
N -1.357487 -0.040507 0.501587 1.04 -2.32 -0.27
C -2.407850 0.119237 -0.607674 0.71 4.41 -0.46
O -2.148770 1.193636 -1.237946 -1.69 -3.95 1.02
O -3.364561 -0.731607 -0.543403 2.28 1.10 -0.16
H 1.675700 1.579174 -0.228694 0.57 -1.00 0.58
H 0.279916 2.193490 -0.019805 -2.45 1.89 -0.65
H 0.899136 1.580133 1.470910 0.13 -0.50 -1.39
H -0.052426 -0.030340 -0.995140 -0.13 1.04 -2.53
H 0.672175 -1.971600 -0.532082 -0.08 0.94 0.90
H 0.899582 -1.627411 1.208216 0.77 0.70 -0.50
H 2.145811 -0.986966 0.364358 2.51 1.17 -2.36
H -1.364114 -1.007963 0.840018 -0.82 0.22 0.68
```
Positions in Å, forces in eV/Å.

Properties
F_max: 5.12 eV Å⁻¹
Total energy: -11902.6985 eV
Kohn-Sham gap (alpha / beta): 0.3785 / 0.2370 Eh
2S+1: 2
Charge: 0

Quick look at the natural (NBO) charges, all values in e: number 1, C, carries -0.63; number 2, C, carries -0.11; number 3, C, carries -0.33; number 4, O, carries -0.61; number 5, N, carries -0.43; number 6, C, carries 0.80; number 7, O, carries -0.62; number 8, O, carries -0.32; number 9, H, carries 0.26; number 10, H, carries 0.24; number 11, H, carries 0.21; number 12, H, carries 0.24; number 13, H, carries 0.25; number 14, H, carries 0.24; number 15, H, carries 0.43; number 16, H, carries 0.36

Entry 7:
Density functional theory data (ωB97M-V/def2-TZVPD) for C4H8NO5S as an isolated structure.

```
19
Properties=species:S:1:pos:R:3:forces:R:3
C -1.393047 -0.927919 -0.343411 2.21 1.31 -0.01
C 1.636435 -0.258347 -1.742696 1.36 -0.31 -0.80
C 1.323276 -0.039914 -0.283888 1.66 -1.92 1.63
C -0.067098 0.509328 -0.113252 -2.27 -3.39 1.21
N -1.544316 -1.639007 0.801227 0.88 1.08 -1.70
O -0.492712 -0.106300 2.603320 -0.16 1.74 -1.14
O -1.938895 -1.199692 -1.398837 0.36 0.57 0.54
O -1.604461 1.793711 1.374817 -2.45 0.83 0.43
O 0.754570 1.929045 1.909491 -1.43 -1.16 0.22
O -0.439899 1.570835 -0.877725 -0.17 0.33 0.89
S -0.415557 1.045479 1.643338 4.89 -0.34 0.77
H 1.767056 0.739874 -2.157343 -0.54 -0.02 -0.50
H 2.608555 -0.805493 -2.126806 -1.92 0.58 1.42
H 0.718700 -0.748116 -2.054791 0.25 -0.10 -1.18
H 1.544020 -0.978390 0.354210 -1.27 0.90 -1.07
H 2.054453 0.563083 0.230398 0.09 1.14 -0.14
H -1.186709 -1.203470 1.652507 -0.30 -0.35 0.44
H -2.305400 -2.241705 0.689451 -1.19 -1.21 0.57
H -1.018971 1.996999 -0.160008 0.00 0.33 -1.58
```
Positions in Å, forces in eV/Å.

Properties
F_max: 4.96 eV Å⁻¹
Total energy: -26841.4953 eV
Kohn-Sham gap: 0.3153 Eh
2S+1: 1
Charge: -1

Quick look at the natural (NBO) charges, all values in e: number 1, C, carries 0.66; number 2, C, carries -0.62; number 3, C, carries -0.48; number 4, C, carries 0.00; number 5, N, carries -0.87; number 6, O, carries -0.99; number 7, O, carries -0.67; number 8, O, carries -1.01; number 9, O, carries -1.02; number 10, O, carries -0.73; number 11, S, carries 2.33; number 12, H, carries 0.21; number 13, H, carries 0.19; number 14, H, carries 0.22; number 15, H, carries 0.22; number 16, H, carries 0.23; number 17, H, carries 0.44; number 18, H, carries 0.37; number 19, H, carries 0.50

Entry 8:
Density functional theory data (ωB97M-V/def2-TZVPD) for C4H8NO7P as an isolated structure.

```
21
Properties=species:S:1:pos:R:3:forces:R:3
O -1.614399 -2.073771 -1.981933 -0.48 1.73 -0.45
O 0.508616 2.720442 1.379566 0.33 -0.77 2.69
O -1.331625 -2.307851 0.739106 0.37 0.52 1.70
O 0.465247 -1.245128 -2.086930 -0.85 1.24 -2.28
O -2.094996 2.355725 0.934132 0.44 0.54 0.23
O -0.214770 3.229805 -0.672243 -1.40 0.32 -2.87
O -0.487582 0.738851 0.114353 0.87 -0.19 0.25
C -0.631083 -1.600381 -1.453804 -2.03 -4.94 0.28
N -0.333154 -2.001833 -0.155671 1.46 0.84 -2.53
C 1.480532 -0.934630 -1.219264 1.89 0.24 0.36
C 0.485932 0.004061 0.905779 0.45 -0.86 0.05
C 0.871462 -1.227182 0.137237 0.74 -1.32 3.34
P -0.567592 2.278907 0.488751 0.13 -0.50 1.62
H -2.209585 -2.450277 0.340869 0.81 0.30 -1.07
H -2.162412 2.030371 1.858394 -0.11 0.27 -0.72
H 0.632286 3.482722 -0.259317 0.13 0.69 -0.53
H 2.396449 -1.511521 -1.589338 -1.16 0.59 1.11
H 1.734675 0.148258 -1.216588 -0.11 -0.54 -0.42
H 1.408082 0.547016 1.093754 -0.31 0.54 0.17
H 0.055386 -0.383492 1.841243 -0.15 0.71 -0.16
H 1.608528 -1.800088 0.801903 -1.04 0.60 -0.77
```
Positions in Å, forces in eV/Å.

Properties
F_max: 5.35 eV Å⁻¹
Total energy: -29389.0489 eV
Kohn-Sham gap: 0.3491 Eh
2S+1: 1
Charge: 0

Quick look at the natural (NBO) charges, all values in e: number 1, O, carries -0.62; number 2, O, carries -1.16; number 3, O, carries -0.55; number 4, O, carries -0.46; number 5, O, carries -0.97; number 6, O, carries -0.98; number 7, O, carries -0.83; number 8, C, carries 0.84; number 9, N, carries -0.16; number 10, C, carries -0.07; number 11, C, carries -0.09; number 12, C, carries -0.11; number 13, P, carries 2.55; number 14, H, carries 0.51; number 15, H, carries 0.52; number 16, H, carries 0.54; number 17, H, carries 0.21; number 18, H, carries 0.19; number 19, H, carries 0.22; number 20, H, carries 0.21; number 21, H, carries 0.22